Entry from the OMol25 dataset: a molecular structure, C20H14Br2IN3PdS (the ωB97M-V functional and the def2-TZVPD basis).

```
42
Properties=species:S:1:pos:R:3:forces:R:3
Pd -0.329379 -0.819283 -0.863633 -1.3518 -1.3298 0.5170
Br 6.364021 0.409617 -0.833733 -1.0643 -0.2354 -0.1958
C 4.506321 -0.018283 -1.030333 1.0864 -1.0527 0.1187
C 4.097821 -1.363583 -1.105133 0.2390 1.1523 0.0555
C 2.746021 -1.611883 -1.149833 -0.1856 -0.1809 0.0129
N 1.804321 -0.663383 -1.120533 0.2921 1.4976 0.0075
C 2.193721 0.664417 -1.094033 2.1556 -2.4733 0.0032
C 3.570621 0.983817 -1.056933 -1.4739 0.2338 0.0261
C 1.164021 1.650117 -1.080333 -2.9740 2.4488 0.0245
C 1.403421 3.042417 -1.017633 0.6931 -1.5654 -0.1040
C 0.361521 3.928917 -0.992833 -1.5877 0.9489 0.0255
Br 0.688121 5.805717 -0.861333 -0.1177 -0.9848 -0.0860
C -0.973479 3.457817 -1.059033 1.4755 0.5904 0.0571
C -1.156479 2.102617 -1.126633 -0.3050 -0.0502 0.0726
N -0.153979 1.220217 -1.116133 1.7165 0.8476 0.0286
H 4.812021 -2.166483 -1.109833 0.1064 -0.1529 -0.0106
H 2.406821 -2.638783 -1.200333 -0.1119 0.0123 0.0190
H 3.891521 2.009117 -1.016733 0.0450 0.1434 -0.0044
H 2.414721 3.409517 -0.987433 0.0935 0.0989 0.0254
H -1.806979 4.136217 -1.044233 -0.1366 0.1070 -0.0406
H -2.165379 1.703317 -1.174733 0.2070 -0.0459 0.0230
S -4.453279 -0.641483 0.921567 0.4577 0.0746 -0.9109
C -4.615779 -0.627383 -0.800433 0.2730 0.0185 0.7067
C -3.415879 -0.689383 -1.454933 0.0791 -0.1652 -0.4369
C -2.321479 -0.753583 -0.570033 -0.4844 0.3752 1.8618
C -2.739479 -0.714383 0.778767 0.2828 -0.2309 -1.3976
C -1.797279 -0.733983 1.860167 0.0355 -0.0547 0.6091
C -2.135279 -0.739183 3.221367 0.3111 0.0930 -0.5233
C -1.121979 -0.722183 4.158767 0.1233 -0.0204 -0.0773
C 0.205221 -0.723283 3.742667 -0.1436 0.0323 -0.3373
C 0.471221 -0.744683 2.379667 0.6991 -0.1299 0.5107
N -0.497979 -0.742583 1.482267 -0.7650 -0.5456 -1.6233
H -5.600779 -0.585183 -1.227333 -0.1195 0.0324 -0.1294
H -3.333779 -0.715383 -2.531533 -0.0673 0.0079 -0.0574
H -3.172479 -0.758183 3.520667 -0.0679 0.0181 -0.0128
H -1.359379 -0.709483 5.211067 -0.0225 -0.0295 0.1070
H 1.014221 -0.706983 4.454867 0.1027 0.0192 -0.0099
H 1.491221 -0.756383 2.008767 -0.0852 -0.0070 0.0059
I -2.251179 -3.955483 -1.103833 1.0477 0.8959 -0.0534
C -0.423279 -2.898583 -1.273033 -0.1978 -0.9530 1.5016
H -0.014479 -3.077083 -2.273433 -0.0750 0.6465 0.0347
H 0.232521 -3.247283 -0.464633 -0.1856 -0.0871 -0.3430
```
Forces are in eV/Å.

The value obtained for the largest force on an atom is 3.85 eV Å⁻¹. Its total charge is +2. As for the electronic energy: -187920.4553 eV. Its HOMO-LUMO gap (spin up / spin down) is 0.1635 / 0.1689 Ha.

Here are the Mulliken charges for atoms 1 to 8, given in e:
1. Pd -0.231
2. Br -0.063
3. C -0.283
4. C -0.721
5. C -0.237
6. N 0.067
7. C 0.543
8. C -0.325